The following is a DFT calculation (ωB97M-V/def2-TZVPD) of a structure of composition C30H48ClN3O5PdSi4Te.

## Properties
Kohn-Sham gap (alpha / beta) = 7.66 / 5.61 eV
Total charge = +2
Calculated total energy = -3726.0720 a.u.
Highest occupied orbital energy (alpha / beta) = -12.90 / -13.32 eV
Spin multiplicity = 5
Energy relative to the best compared isomer or geometry (same formula, charge and spin) = 9.83 kJ/mol
<S²> = 6.0483

Each line ends with the Mulliken charge.
Positions of all 93 atoms, in Å:
1 Pd -0.712 1.188 -0.060  1.1587
2 O 5.929 3.532 -0.162  -0.5044
3 C 5.666 2.188 0.164  -0.5401
4 C 4.179 1.983 0.186  0.1987
5 C 3.643 0.769 0.604  -1.2299
6 C 2.277 0.589 0.564  -0.6799
7 N 1.432 1.550 0.179  0.8509
8 C 1.937 2.729 -0.198  0.0889
9 C 3.301 2.974 -0.224  -0.5004
10 C 0.959 3.756 -0.638  0.2510
11 C 1.231 5.107 -0.528  -0.6444
12 C 0.305 6.031 -1.001  0.9224
13 C 0.608 7.508 -0.918  -0.9213
14 O 1.816 7.822 -1.580  -0.4906
15 C -0.857 5.541 -1.578  -0.9011
16 C -1.067 4.173 -1.619  -0.5606
17 N -0.190 3.289 -1.149  -0.2776
18 H 6.871 3.706 -0.075  0.3204
19 H 6.074 1.914 1.143  0.3967
20 H 6.097 1.502 -0.576  0.3125
21 H 4.276 -0.036 0.950  0.5408
22 H 1.827 -0.347 0.866  0.1246
23 H 3.685 3.922 -0.570  0.7255
24 H 2.160 5.447 -0.091  0.5806
25 H 0.763 7.786 0.126  0.3201
26 H -0.236 8.092 -1.295  0.3863
27 H 1.677 7.786 -2.533  0.3240
28 H -1.598 6.212 -1.991  0.4235
29 H -1.965 3.767 -2.065  0.4893
30 Cl -8.544 2.317 -0.037  -0.1044
31 C -6.866 2.369 0.077  0.2217
32 C -6.211 3.585 0.363  -0.7271
33 C -4.852 3.621 0.422  -0.3009
34 C -4.038 2.435 0.178  -0.2294
35 O -2.796 2.529 0.122  0.1168
36 C -4.762 1.180 -0.039  0.5650
37 C -4.076 -0.133 -0.147  -0.2271
38 O -2.901 -0.314 0.092  -0.4035
39 C -6.122 1.173 -0.107  -0.7891
40 H -6.808 4.471 0.527  0.4704
41 H -4.322 4.543 0.618  0.5030
42 H -4.732 -0.975 -0.427  0.3396
43 H -6.663 0.251 -0.284  0.4982
44 C -0.533 1.371 4.549  -1.5089
45 C -0.851 1.717 3.124  0.3214
46 N -1.425 2.911 2.899  -0.2221
47 O -0.577 0.938 2.204  0.3299
48 H -0.055 2.204 5.062  0.4372
49 H 0.118 0.503 4.567  0.2704
50 H -1.456 1.133 5.080  0.3718
51 H -1.662 3.510 3.671  0.2117
52 H -1.723 3.166 1.966  0.0000
53 C -1.754 -3.928 -3.099  -1.0109
54 Si -1.485 -4.266 -1.285  0.3369
55 C -2.912 -3.634 -0.266  -0.1429
56 C -1.194 -6.074 -1.014  -1.0501
57 Si 0.423 -3.040 -0.592  -0.0987
58 Te -0.282 -0.907 -1.588  -0.4790
59 Si 2.286 -3.686 -1.956  0.4427
60 C 2.653 -5.485 -1.684  -1.0483
61 C 3.733 -2.666 -1.383  -0.9551
62 C 1.924 -3.348 -3.747  -1.0526
63 Si 0.734 -3.135 1.723  0.4746
64 C -0.819 -2.579 2.580  -0.7060
65 C 2.161 -2.091 2.320  -0.8564
66 C 1.149 -4.916 2.060  -1.0663
67 H -2.687 -4.381 -3.445  0.4122
68 H -0.947 -4.357 -3.692  0.2567
69 H -1.808 -2.862 -3.318  0.3424
70 H -3.861 -3.878 -0.751  0.4974
71 H -2.857 -2.551 -0.136  -0.5429
72 H -2.924 -4.097 0.720  0.3388
73 H -2.072 -6.624 -1.365  0.4131
74 H -1.052 -6.329 0.035  0.3131
75 H -0.337 -6.438 -1.578  0.2498
76 H 2.896 -5.712 -0.647  0.2868
77 H 3.526 -5.745 -2.290  0.4136
78 H 1.838 -6.135 -1.996  0.3134
79 H 3.973 -2.878 -0.339  0.2632
80 H 3.532 -1.600 -1.485  0.1830
81 H 4.618 -2.901 -1.981  0.5335
82 H 1.224 -4.074 -4.159  0.3069
83 H 2.852 -3.428 -4.318  0.4120
84 H 1.516 -2.351 -3.920  0.3333
85 H -1.169 -1.623 2.184  -0.1290
86 H -0.612 -2.447 3.645  0.4191
87 H -1.624 -3.306 2.488  0.3843
88 H 1.910 -1.030 2.369  0.2883
89 H 3.052 -2.218 1.703  0.1295
90 H 2.419 -2.406 3.334  0.5318
91 H 0.363 -5.610 1.768  0.2765
92 H 1.311 -5.038 3.134  0.4107
93 H 2.070 -5.211 1.556  0.2650

=====

The following is a DFT calculation (ωB97M-V/def2-TZVPD) of a structure of composition C16H31As3NOPdS.

## Properties
Kohn-Sham gap (alpha / beta) = 8.49 / 5.82 eV
Total charge = +3
Calculated total energy = -7990.5199 a.u.
Highest occupied orbital energy (alpha / beta) = -16.69 / -17.62 eV
Spin multiplicity = 5
<S²> = 6.0458

Each line ends with the Mulliken charge.
Positions of all 54 atoms, in Å:
1 Pd -0.454 -0.099 0.327  -0.5472
2 O 1.498 -0.399 1.163  -0.7835
3 N 1.792 0.460 2.114  0.5593
4 C 2.640 0.082 3.078  -0.1414
5 C 3.041 0.991 4.044  -0.5809
6 C 2.560 2.302 4.032  -0.2488
7 C 1.675 2.676 3.050  -0.6489
8 C 1.274 1.745 2.073  0.8249
9 S 0.205 2.151 0.830  -0.1212
10 H 2.979 -0.941 3.017  0.4730
11 H 3.739 0.661 4.802  0.4411
12 H 2.874 3.011 4.787  0.4537
13 H 1.263 3.675 3.007  0.4347
14 C -3.953 -1.400 1.903  -1.1555
15 As -2.568 -1.364 0.556  0.9290
16 C -1.945 -3.206 0.616  -1.0993
17 C -3.683 -1.087 -1.046  -1.1657
18 C -3.242 -1.541 -2.447  2.0525
19 C -2.906 -3.034 -2.507  -1.4884
20 C -2.075 -0.696 -3.005  -1.7613
21 As -0.334 -0.590 -2.120  1.0076
22 C 0.465 0.874 -3.081  -1.2029
23 C 0.697 -2.110 -2.705  -1.1876
24 C -4.391 -1.221 -3.447  -1.5357
25 As -6.043 -2.261 -3.449  0.6057
26 C -5.883 -3.848 -4.510  -1.0254
27 C -6.812 -2.753 -1.761  -1.0075
28 H -4.560 -2.281 1.704  0.3919
29 H -4.557 -0.497 1.855  0.4126
30 H -3.504 -1.481 2.890  0.4184
31 H -2.719 -3.910 0.317  0.3838
32 H -1.680 -3.396 1.656  0.4297
33 H -1.056 -3.342 0.007  0.3158
34 H -3.842 -0.006 -1.049  0.5310
35 H -4.642 -1.546 -0.793  0.1972
36 H -1.937 -3.246 -2.061  0.0226
37 H -2.868 -3.386 -3.541  0.4556
38 H -3.647 -3.630 -1.969  0.2613
39 H -2.373 0.351 -3.101  0.5415
40 H -1.823 -1.051 -4.008  0.5780
41 H 0.419 0.664 -4.148  0.4495
42 H 1.506 0.959 -2.775  0.4072
43 H -0.054 1.804 -2.862  0.4069
44 H 0.675 -2.120 -3.794  0.4342
45 H 0.313 -3.047 -2.313  0.3724
46 H 1.720 -1.970 -2.363  0.4421
47 H -4.052 -1.369 -4.475  0.6057
48 H -4.711 -0.181 -3.361  0.5359
49 H -5.460 -3.615 -5.484  0.3859
50 H -6.876 -4.277 -4.631  0.4055
51 H -5.243 -4.544 -3.963  0.3761
52 H -7.008 -1.879 -1.145  0.3943
53 H -6.128 -3.447 -1.268  0.3518
54 H -7.749 -3.263 -1.982  0.4130

=====

The following is a DFT calculation (ωB97M-V/def2-TZVPD) of a structure of composition C26H34BrHgN3O5Si.

## Properties
Kohn-Sham gap (alpha / beta) = 6.27 / 7.95 eV
Total charge = -1
Calculated total energy = -4568.5675 a.u.
Highest occupied orbital energy (alpha / beta) = -3.86 / -5.89 eV
Spin multiplicity = 2
Energy relative to the best compared isomer or geometry (same formula, charge and spin) = 75.22 kJ/mol
<S²> = 0.7621

Each line ends with the Mulliken charge.
Positions of all 71 atoms, in Å:
1 Hg 12.375 13.500 13.345  0.7664
2 O 12.339 14.671 16.248  -0.6511
3 C 10.966 15.034 15.900  2.9771
4 C 11.003 16.071 14.647  0.3026
5 O 9.941 16.636 14.334  -0.8043
6 O 12.127 16.123 14.083  -0.9942
7 C 10.282 13.723 15.585  -1.7279
8 C 9.107 13.655 14.775  0.3333
9 C 8.503 12.453 14.405  -1.2976
10 C 8.976 11.261 14.887  -0.1262
11 C 10.037 11.305 15.840  -1.3349
12 C 10.722 12.487 16.102  0.4354
13 C 10.420 15.806 17.151  -0.3354
14 C 9.316 15.428 17.873  0.2012
15 C 8.849 16.134 18.935  -0.8978
16 C 9.616 17.183 19.396  -0.3254
17 C 10.809 17.616 18.748  -0.8188
18 C 11.176 16.953 17.582  -0.4293
19 H 12.886 15.159 15.572  0.2739
20 H 8.717 14.559 14.290  0.7037
21 H 7.575 12.486 13.796  0.4139
22 H 8.440 10.375 14.613  0.6335
23 H 10.298 10.414 16.396  0.3529
24 H 11.592 12.456 16.797  0.3282
25 H 8.710 14.614 17.405  0.2583
26 H 7.968 15.759 19.509  0.3135
27 H 9.364 17.610 20.355  0.3402
28 H 11.318 18.497 19.193  0.3359
29 H 12.004 17.418 17.027  0.3501
30 C 12.190 9.839 13.186  -0.6848
31 C 10.846 9.627 12.536  0.8119
32 C 9.964 8.631 12.993  -0.4034
33 C 8.751 8.409 12.334  -0.2781
34 C 8.565 9.250 11.185  0.2092
35 Br 6.950 9.013 10.112  -0.2393
36 N 9.315 10.202 10.806  -0.5350
37 C 10.445 10.456 11.472  -0.5836
38 H 12.667 10.767 12.850  -0.3435
39 H 12.887 9.064 12.915  0.4914
40 H 12.145 9.853 14.289  0.0983
41 H 10.257 8.176 13.925  0.3894
42 H 7.976 7.626 12.636  0.3320
43 H 11.045 11.244 11.113  0.5995
44 C 8.100 15.072 11.858  -0.8420
45 O 9.552 15.336 11.960  -0.1051
46 C 10.033 16.300 11.133  0.5010
47 O 9.441 16.598 10.114  -0.7126
48 N 11.201 16.850 11.561  0.3863
49 N 11.796 17.924 10.834  -0.8656
50 H 7.856 15.358 10.870  0.5277
51 H 7.549 15.580 12.617  0.2573
52 H 7.988 13.994 12.013  0.1307
53 H 11.506 16.590 12.469  0.2680
54 H 10.990 18.358 10.363  0.2796
55 H 12.365 17.590 10.081  0.2322
56 C 14.633 11.778 15.621  -0.4230
57 Si 15.508 12.827 14.281  0.1748
58 C 17.245 11.949 14.162  -1.1806
59 C 15.998 14.476 14.957  -0.9719
60 C 14.624 12.999 12.721  -1.0223
61 H 15.429 11.250 16.111  0.5051
62 H 13.747 11.180 15.238  -0.1815
63 H 14.163 12.556 16.302  0.0988
64 H 17.836 12.175 15.062  0.3019
65 H 17.719 12.389 13.235  0.2738
66 H 17.198 10.830 14.058  0.2928
67 H 16.187 14.303 16.039  0.2676
68 H 15.220 15.275 14.672  0.1489
69 H 16.952 14.676 14.497  0.4565
70 H 14.446 12.007 12.260  0.2757
71 H 15.031 13.637 11.932  0.4844

=====

The following is a DFT calculation (ωB97M-V/def2-TZVPD) of a structure of composition C41H47N2O2P2PdS2SeSi.

## Properties
Kohn-Sham gap (alpha / beta) = 5.92 / 5.83 eV
Total charge = -1
Calculated total energy = -6148.6635 a.u.
Highest occupied orbital energy (alpha / beta) = -3.64 / -4.19 eV
Spin multiplicity = 3
Energy relative to the best compared isomer or geometry (same formula, charge and spin) = 12.97 kJ/mol
<S²> = 2.0119

Each line ends with the Mulliken charge.
Positions of all 99 atoms, in Å:
1 Pd 0.103 0.270 0.164  0.8034
2 C -4.031 -2.219 6.420  -0.6711
3 S -4.317 -3.761 5.536  -0.1610
4 C -2.744 -3.905 4.656  -1.0079
5 C -2.502 -2.826 3.615  0.4601
6 C -1.178 -3.038 2.883  -1.1645
7 N -0.880 -1.954 1.957  0.6065
8 P 0.167 -0.688 2.347  0.9817
9 C -0.467 0.036 3.898  0.3407
10 C -1.156 1.246 3.826  -0.0810
11 C -1.710 1.806 4.970  -0.6064
12 C -1.567 1.171 6.194  -0.7028
13 C -0.859 -0.022 6.278  -0.8434
14 C -0.309 -0.583 5.138  -0.1543
15 C 1.730 -1.423 2.910  0.6285
16 C 2.621 -0.638 3.640  -0.9165
17 C 3.870 -1.130 3.983  -0.4956
18 C 4.240 -2.414 3.604  -0.6645
19 C 3.362 -3.196 2.869  -0.6258
20 C 2.117 -2.699 2.513  -0.1754
21 P -1.171 -1.833 0.208  1.6870
22 C -1.519 -3.599 -0.109  0.5215
23 C -2.730 -4.195 0.225  -0.4776
24 C -2.909 -5.562 0.058  -0.7234
25 C -1.878 -6.340 -0.448  -0.6017
26 C -0.671 -5.748 -0.794  -0.6057
27 C -0.493 -4.383 -0.627  -0.5627
28 C -2.842 -1.047 0.199  0.7472
29 C -3.697 -1.151 -0.900  -0.8535
30 C -4.884 -0.437 -0.941  -0.7607
31 C -5.239 0.402 0.107  -0.6702
32 C -4.405 0.503 1.208  -0.7320
33 C -3.223 -0.223 1.253  -0.4275
34 H -4.888 -2.059 7.073  0.3881
35 H -3.943 -1.367 5.747  0.1539
36 H -3.132 -2.285 7.033  0.1886
37 H -2.767 -4.892 4.188  0.3972
38 H -1.937 -3.915 5.396  0.3316
39 H -2.489 -1.842 4.088  -0.4206
40 H -3.321 -2.819 2.892  0.2490
41 H -1.220 -3.989 2.343  0.4980
42 H -0.358 -3.134 3.603  0.6973
43 H -1.236 1.752 2.873  -0.3972
44 H -2.240 2.747 4.898  0.5223
45 H -1.998 1.609 7.086  0.3848
46 H -0.731 -0.512 7.236  0.4656
47 H 0.260 -1.504 5.213  0.4390
48 H 2.341 0.369 3.929  0.5579
49 H 4.558 -0.506 4.540  0.3907
50 H 5.216 -2.798 3.871  0.3670
51 H 3.653 -4.190 2.552  0.4291
52 H 1.453 -3.295 1.899  0.1181
53 H -3.542 -3.588 0.607  0.3020
54 H -3.855 -6.016 0.325  0.4488
55 H -2.018 -7.406 -0.581  0.3647
56 H 0.134 -6.349 -1.198  0.4507
57 H 0.444 -3.914 -0.905  0.4484
58 H -3.421 -1.784 -1.731  0.4360
59 H -5.528 -0.524 -1.809  0.4028
60 H -6.156 0.977 0.062  0.3788
61 H -4.659 1.159 2.031  0.4525
62 H -2.598 -0.140 2.131  -0.0397
63 O 0.626 2.289 -2.766  -0.6466
64 C 0.305 1.139 -2.968  0.1670
65 C 0.653 0.367 -4.239  -0.4141
66 C 0.134 -1.031 -3.957  -0.6624
67 C -0.583 -0.865 -2.630  -0.2335
68 O -1.184 -1.823 -2.108  -0.4885
69 N -0.447 0.358 -2.100  0.5220
70 H 1.729 0.428 -4.398  0.1480
71 H 0.160 0.853 -5.083  0.2839
72 H 0.933 -1.755 -3.789  0.1944
73 H -0.544 -1.436 -4.708  0.3339
74 S 0.470 2.587 0.963  -0.5996
75 C -1.141 3.269 0.741  0.1838
76 C -1.900 3.049 -0.415  -0.1234
77 C -3.177 3.570 -0.535  -0.5322
78 C -3.737 4.332 0.484  -0.5939
79 C -2.989 4.573 1.628  -0.6136
80 C -1.711 4.048 1.755  -0.6286
81 H -1.465 2.468 -1.217  0.2681
82 H -3.742 3.374 -1.439  0.4148
83 H -4.738 4.734 0.386  0.3712
84 H -3.403 5.171 2.433  0.3693
85 H -1.130 4.238 2.651  0.4679
86 C 3.967 1.549 -2.108  -1.0528
87 Si 3.919 0.488 -0.566  0.5283
88 C 5.505 -0.533 -0.488  -1.2088
89 C 3.830 1.597 0.935  -0.7076
90 Se 2.232 -1.007 -0.632  -0.6588
91 H 4.859 2.181 -2.128  0.4085
92 H 3.082 2.187 -2.153  0.2490
93 H 3.973 0.922 -3.003  0.1956
94 H 6.350 0.014 -0.915  0.3583
95 H 5.390 -1.470 -1.035  0.3102
96 H 5.741 -0.784 0.548  0.2828
97 H 4.775 2.129 1.081  0.4359
98 H 3.621 1.010 1.831  -0.0273
99 H 3.032 2.330 0.820  0.2018